# C13H37N3O9PS3V2

A structure of composition C13H37N3O9PS3V2 in a non-equilibrium geometry (ωB97M-V with the def2-TZVPD basis set, the Open Molecules 2025 dataset).

XYZ file:
```
68
Properties=species:S:1:pos:R:3:forces:R:3:lowdin_spin:R:1
O 19.504790 -14.843168 -10.774527 -2.26 3.17 1.49 -0.3930
V 18.248283 -14.011735 -10.244756 -0.37 -5.65 -2.25 1.3980
O 17.203033 -8.456982 -9.431083 0.81 -1.46 -2.66 -0.2913
V 17.299473 -9.294604 -10.731242 -5.46 0.90 2.81 1.2724
O 14.691074 -12.266016 -8.672535 2.57 0.13 -1.79 0.0005
C 15.752339 -12.134549 -9.499238 -2.84 -0.58 1.72 0.0022
O 16.052127 -11.031346 -9.946319 1.91 4.87 -1.38 0.0100
O 16.322166 -13.142578 -9.886653 3.58 -3.65 -0.53 0.0025
H 14.321828 -11.383023 -8.747220 -1.65 0.54 0.87 0.0001
O 18.860916 -11.376148 -5.099109 -1.15 0.32 1.31 0.0050
P 17.813576 -10.632068 -4.340934 -0.22 0.76 -3.10 -0.0056
N 18.461252 -9.134589 -3.830865 -1.78 -0.75 0.70 0.3035
C 17.591064 -8.042500 -3.318783 -0.28 -1.20 -0.70 0.0242
C 19.736536 -8.669309 -4.352065 0.49 -0.80 1.40 0.0315
N 17.108289 -11.432017 -2.975278 -0.22 1.09 -0.24 0.3982
C 15.992445 -10.838714 -2.270556 -0.10 0.64 -0.07 0.0464
C 17.858353 -12.438257 -2.260807 0.43 -1.07 -0.35 0.0405
N 16.455104 -10.187485 -5.394675 0.85 0.25 1.72 0.0294
C 15.320711 -11.096319 -5.518157 0.22 -1.20 0.00 0.0052
C 16.716390 -9.290380 -6.580393 -0.23 -0.79 2.80 0.0004
H 17.991552 -7.514418 -2.453417 0.33 0.05 -0.35 0.0043
H 16.604651 -8.431094 -3.065649 0.15 0.06 0.00 0.0000
H 17.466670 -7.457309 -4.229920 -0.14 0.89 0.44 0.0149
H 19.487959 -8.121407 -5.260978 0.72 -0.03 -0.18 0.0170
H 20.405694 -9.528369 -4.400494 -0.10 0.08 -0.98 0.0026
H 20.222413 -8.058898 -3.590866 -0.28 0.54 -0.20 0.0019
H 15.424865 -10.220318 -2.965927 -0.20 -0.13 0.29 0.0015
H 15.382314 -11.566710 -1.735896 0.02 -0.27 -0.39 0.0107
H 16.395135 -10.199971 -1.484456 0.06 0.27 0.21 0.0261
H 17.357166 -12.949372 -1.438819 -0.68 0.78 0.06 0.0020
H 17.992871 -13.248427 -2.977481 0.94 0.07 -0.01 0.0114
H 18.767897 -12.003344 -1.846460 0.33 -0.28 -0.29 0.0203
H 14.567588 -10.801116 -6.248748 0.26 0.44 -0.02 0.0004
H 15.689847 -12.079452 -5.810193 -0.11 -0.24 -0.41 0.0001
H 14.770370 -11.321227 -4.604569 0.11 0.52 0.24 0.0022
H 16.850327 -9.921433 -7.458990 0.27 0.36 -0.17 -0.0001
H 17.554192 -8.683705 -6.236697 0.39 -0.10 -0.92 -0.0002
H 15.883797 -8.589890 -6.645159 -0.18 -0.23 -0.40 0.0011
C 16.657024 -15.540428 -13.669492 -0.64 -0.12 1.28 -0.0005
S 16.778970 -16.560803 -12.182794 -0.17 -3.08 -0.88 -0.0046
O 17.104800 -15.645427 -11.004590 0.29 3.01 1.68 -0.0020
C 15.043404 -17.183773 -11.956406 -0.62 1.23 -0.89 -0.0006
H 15.840807 -14.873612 -13.391542 0.14 0.48 -0.67 -0.0002
H 16.406408 -16.179428 -14.516235 0.03 -0.02 0.08 0.0002
H 17.640035 -15.084605 -13.787874 -0.17 0.08 -0.12 0.0001
H 14.671829 -17.613045 -12.886869 0.82 -0.31 -0.46 -0.0002
H 14.362088 -16.335008 -11.897179 0.18 0.31 0.61 -0.0003
H 14.800599 -17.929704 -11.199603 0.97 0.25 0.36 0.0000
C 9.592505 -11.658881 -7.721420 0.56 -0.17 0.72 0.0000
S 11.194523 -10.859220 -7.274256 -0.83 0.20 -1.40 0.0000
O 12.189711 -11.230783 -8.372421 0.07 -0.11 0.52 0.0000
C 10.774473 -9.201324 -7.856124 1.11 0.21 0.29 0.0000
H 8.774629 -11.125616 -7.236837 0.14 0.06 0.18 0.0000
H 9.678733 -12.655732 -7.289054 -0.23 -0.03 -0.14 0.0000
H 9.379210 -11.721887 -8.788480 0.51 0.21 -0.03 0.0000
H 10.441138 -9.395122 -8.875650 -0.45 0.53 0.19 0.0000
H 11.758378 -8.734147 -7.898159 0.21 -0.07 -0.27 0.0000
H 10.246572 -8.506973 -7.202441 -0.81 -0.59 -0.17 0.0000
C 12.539541 -9.300608 -12.018699 0.12 0.55 1.17 0.0023
S 14.217085 -8.838554 -12.635774 -1.57 -1.08 -1.27 -0.0006
O 15.196627 -8.740169 -11.441410 2.52 -0.80 0.78 0.0111
C 14.512894 -10.432880 -13.529992 0.58 0.94 -0.22 -0.0009
H 12.210909 -8.536265 -11.314504 0.40 0.21 0.12 0.0000
H 12.480981 -10.249855 -11.486160 0.42 -0.14 -0.20 0.0000
H 11.763509 -9.247841 -12.782294 0.59 -0.09 -0.69 -0.0001
H 14.795181 -11.224619 -12.836049 -0.33 0.04 0.03 -0.0001
H 15.290383 -10.253475 -14.272578 0.36 0.09 0.25 0.0000
H 13.654080 -10.654459 -14.163578 -0.35 -0.05 0.50 0.0001
```
Forces are in eV/Å.

Computed properties:
E_LUMO (alpha / beta): -14.66 / -14.15 eV
2S+1: 4
Net charge: +4
Orbital gap (alpha / beta): 2.74 / 3.25 eV
Calculated total energy: -4781.18430 Eh
Largest force on an atom: 6.210 eV/A
Expectation value of S²: 3.92
HOMO energy (alpha / beta): -17.40 / -17.40 eV